ORCA calculation (the ωB97M-V functional and the def2-TZVPD basis) on a 8-piece molecular cluster, C4H20O8 overall at a distorted geometry.

Values from the calculation:
energy relative to the best compared isomer or geometry (same formula, charge and spin): 86.2 kcal/mol
structure (SMILES): C=CC(=C)O.O.O.O.O.O.O.O

Last column: natural (NBO) charge in e.
Cartesian coordinates (Å):
H1 2.58643 1.52958 0.60770  0.20
H2 -0.77102 2.47984 3.31062  0.48
H3 0.05765 -3.22056 1.29650  0.20
C1 1.26722 -1.47528 1.11391  0.28
O1 -2.93586 -1.60811 0.76374  -0.95
H4 -2.54050 1.17680 1.44096  0.47
H5 1.92118 0.61106 -3.47348  0.51
H6 1.85741 -1.08206 -3.35700  0.49
H7 0.68586 2.11696 -1.43404  0.48
O2 1.20557 2.88340 -1.77964  -0.94
H8 -0.46870 -1.69708 -2.52772  0.47
O3 1.58112 -0.27460 -3.81318  -0.99
H9 -1.39756 -0.17721 0.33429  0.48
C2 0.09430 -2.11026 1.25550  -0.52
H10 0.45860 3.50221 -1.81350  0.47
H11 3.14470 0.02756 -0.29302  0.21
H12 -0.03048 1.64276 2.22835  0.48
H13 2.00059 -3.00582 0.10772  0.48
H14 -2.92230 -0.86963 1.47744  0.47
O4 -0.74343 -0.75478 -2.48780  -0.98
O5 -0.32368 1.68117 3.08065  -0.96
H15 -2.92971 1.96760 0.24912  0.47
H16 -0.22339 -0.40085 -3.22359  0.50
O6 -1.44983 0.68496 -0.05946  -1.00
H17 1.34810 0.37691 2.34161  0.24
C3 1.65150 -0.12305 1.32217  -0.28
H18 -0.76613 -1.74369 1.71501  0.20
O7 2.21848 -2.04535 0.32635  -0.70
H19 -3.84715 -1.73990 0.59419  0.48
H20 -1.46587 0.38368 -1.00350  0.51
O8 -3.29948 1.60968 0.98237  -0.94
C4 2.53353 0.49376 0.52809  -0.33

ORCA calculation (the ωB97M-V functional and the def2-TZVPD basis) on C4H5NO in the gas phase at a distorted geometry.

Values from the calculation:
energy relative to the best compared isomer or geometry (same formula, charge and spin): 35.4 kcal/mol
structure (SMILES): C#CCC(N)=O

Last column: natural (NBO) charge in e.
Cartesian coordinates (Å):
H1 -1.99846 1.62269 0.41212  0.41
C1 1.25890 -0.22161 -0.14676  -0.03
H2 0.15861 -1.47477 -1.15832  0.28
H3 -0.27905 1.54986 0.09216  0.41
H4 0.13874 -1.81241 0.73587  0.27
N1 -1.16149 1.08758 0.24266  -0.82
O1 -2.29495 -0.87327 0.41798  -0.60
C2 -1.25825 -0.26586 0.23127  0.68
C3 0.06218 -1.03795 -0.06621  -0.59
C4 2.24580 0.41869 -0.37532  -0.24
H5 3.12796 1.00704 -0.38546  0.24

ORCA calculation (the ωB97M-V functional and the def2-TZVPD basis) on C7H5NS in the gas phase at a distorted geometry.

Values from the calculation:
energy relative to the best compared isomer or geometry (same formula, charge and spin): 103.3 kcal/mol
structure (SMILES): c1cc2sc3c(n2c1)C3

Last column: natural (NBO) charge in e.
Cartesian coordinates (Å):
C1 -2.19534 -0.82891 0.07781  -0.27
H1 2.29707 1.88921 -1.18913  0.20
H2 2.67042 2.35707 0.30380  0.21
C2 -1.18708 -1.82443 0.00321  -0.31
C3 2.17806 1.57278 -0.20550  -0.34
S1 1.64276 -1.45948 -0.16856  0.47
C4 0.01098 -1.15431 -0.00265  -0.09
H3 -3.29024 -0.89641 0.11046  0.23
C5 -1.62039 0.42781 0.14101  -0.07
C6 2.07880 0.13160 0.29513  -0.25
N1 -0.25887 0.26524 0.06908  -0.34
H4 -1.15901 -2.85851 0.00660  0.23
H5 -2.15396 1.40946 0.17326  0.23
C7 0.98679 0.96889 0.38548  0.11

ORCA calculation (the ωB97M-V functional and the def2-TZVPD basis) on C30H32AsN5O6PSTi as an isolated structure at a distorted geometry.

Values from the calculation:
total charge: -1

Last column: Mulliken charge in e.
Cartesian coordinates (Å):
C1 4.64606 -0.94169 -3.80146  -0.74
H1 0.60854 1.59271 -2.53578  0.21
C2 3.23033 -0.95791 -1.79941  0.35
H2 0.91067 -0.10228 -4.28382  0.36
C3 -2.79716 0.95323 2.12159  0.04
C4 -1.31741 0.95815 2.26029  -0.16
H3 -3.44074 2.95692 2.53155  0.52
H4 -1.81825 -4.93042 1.27360  0.47
C5 -5.07352 1.60914 2.06571  -0.67
C6 -5.43823 0.30476 1.73407  -0.69
C7 -3.22272 -1.10923 -2.25522  -1.06
C8 -3.16013 -0.34509 1.79656  0.26
C9 -3.74126 1.94984 2.27335  0.25
C10 0.68800 1.94448 2.98941  0.46
C11 2.67128 0.84094 3.42719  -0.20
N1 0.40207 -2.63782 2.28040  -0.08
H5 -5.84221 2.36608 2.16154  0.41
N2 -0.86374 -0.29715 1.99887  -0.01
C12 3.86149 -1.60250 -2.87178  -0.81
C13 0.17093 -5.38221 1.97056  -0.35
C14 3.24001 1.95935 3.99351  -0.93
H6 5.10711 -1.49565 -4.61042  0.38
C15 -1.90851 -1.14161 1.76144  -0.21
H7 2.32240 -2.96616 2.90758  0.38
C16 4.81852 0.42696 -3.68933  -0.63
H8 0.08544 -6.45169 1.82070  0.40
C17 0.09947 -0.23798 -3.56507  -1.64
H9 -0.74538 -0.67756 -4.10165  0.41
H10 0.43757 -0.95568 -2.81783  0.31
H11 -4.75134 -1.71435 1.35413  0.50
Ti1 1.06696 -0.57228 1.15053  0.96
H12 -3.12763 0.83962 -3.21336  0.48
H13 -2.93405 3.21370 -2.71624  0.28
O1 1.63916 -3.24502 -2.17896  -0.77
O2 1.48420 1.04099 -0.01649  -0.37
H14 4.25464 1.91968 4.36243  0.40
N3 -0.65290 2.00077 2.62656  -0.46
H15 -2.51427 -1.59399 -2.92864  0.25
C18 -1.72956 2.62590 -0.99544  -0.31
H16 -0.83927 2.98043 -0.46783  0.23
C19 1.40887 -3.45676 2.59511  -0.15
H17 4.30319 2.16991 -2.56372  0.48
P1 -1.38337 0.86476 -1.44871  1.02
C20 3.42162 0.42957 -1.70311  0.44
S1 2.81843 1.57983 -0.44458  1.66
H18 -3.06822 -1.54594 -1.26593  0.13
H19 -4.23115 -1.36585 -2.59044  0.40
H20 5.41756 0.97555 -4.40564  0.38
C21 -2.11285 3.59828 -2.10657  -1.47
H21 -0.75068 1.75688 -3.64341  0.56
H22 -1.26968 3.79169 -2.77031  0.30
N4 1.42380 0.82253 2.93759  -0.15
H23 -3.78081 0.85888 -1.57990  0.45
H24 2.19889 -5.43689 2.73589  0.41
H25 3.71035 -2.66758 -3.00039  0.37
C22 2.50554 3.14120 3.98941  -0.27
C23 4.20101 1.09703 -2.64900  -0.91
O3 0.72241 -1.61217 -0.35461  0.04
As1 2.33828 -2.39308 -0.69622  0.39
O4 3.78089 1.59950 0.62673  -0.76
O5 2.63502 -1.13816 1.24656  -0.82
H26 -2.43135 4.55982 -1.69589  0.44
H27 3.23002 -0.07547 3.29154  0.47
N5 -1.89660 -2.42102 1.60609  -0.52
C24 -0.88047 -4.55376 1.65557  -0.60
O6 2.60343 2.83396 -1.12985  -0.81
C25 -0.28544 1.08789 -2.91284  -0.50
H28 0.61150 4.02699 3.45661  0.48
C26 -4.48227 -0.69653 1.60478  0.12
C27 -0.75277 -3.16773 1.83685  0.37
H29 -2.52172 2.57671 -0.24202  0.13
H30 0.67997 -3.20933 -2.08732  0.23
C28 -3.01252 0.40395 -2.21492  -0.84
C29 1.34258 -4.82968 2.47902  -0.81
H31 2.93717 4.05844 4.37111  0.39
C30 1.22681 3.14021 3.48306  -0.68
H32 -6.48400 0.07102 1.57660  0.40

ORCA calculation (the ωB97M-V functional and the def2-TZVPD basis) on a 9-piece molecular cluster, FH16O8 overall at a distorted geometry.

Values from the calculation:
energy relative to the best compared isomer or geometry (same formula, charge and spin): 34.9 kcal/mol
total charge: -1

Last column: natural (NBO) charge in e.
Cartesian coordinates (Å):
H1 17.16000 -5.07500 -4.69900  0.45
H2 19.67300 -9.67400 -6.25600  0.48
O1 14.99000 -8.72600 -2.80900  -0.97
H3 18.40300 -7.87800 -5.10000  0.50
H4 15.60200 -7.82500 -7.16100  0.45
H5 17.13500 -11.20100 -6.49400  0.45
H6 15.89600 -8.53200 -2.94400  0.49
O2 19.94300 -9.60900 -7.15300  -0.96
O3 16.80200 -5.94700 -4.75300  -0.95
F1 17.24500 -8.86000 -4.84900  -0.78
H7 16.85400 -10.29100 -5.31900  0.49
H8 16.04200 -8.40700 -5.82700  0.50
H9 17.56200 -6.50700 -4.78500  0.48
O4 16.80100 -11.22500 -5.56100  -0.98
O5 17.65800 -8.42100 -2.50400  -1.00
O6 19.13200 -7.25500 -5.22900  -1.00
H10 19.23800 -6.96200 -6.11800  0.48
H11 20.08300 -9.39700 -4.42900  0.47
H12 14.71300 -9.30200 -3.52700  0.46
O7 15.25000 -8.31100 -6.43600  -0.98
H13 17.80500 -7.45500 -2.29200  0.46
O8 19.55500 -10.20400 -4.40000  -0.96
H14 20.74300 -10.13900 -7.12400  0.46
H15 18.67700 -9.93700 -4.64600  0.49
H16 17.56500 -8.54700 -3.49600  0.49

ORCA calculation (the ωB97M-V functional and the def2-TZVPD basis) on C18H19NO2S2 in the gas phase.

Values from the calculation:
energy relative to the best compared isomer or geometry (same formula, charge and spin): 0.0 kcal/mol
structure (SMILES): COc1cccc(CNC(=O)c2ccc(C3SCCS3)cc2)c1

Last column: natural (NBO) charge in e.
Cartesian coordinates (Å):
C1 -1.31957 1.82793 -0.50677  0.66
H1 2.83085 -1.18673 -4.06265  0.26
H2 -1.61232 4.91603 3.59326  0.21
H3 3.65457 -4.69811 -2.51914  0.22
H4 2.93649 0.42238 -1.86381  0.22
H5 -1.25017 -1.15566 3.05476  0.18
C2 2.30562 -1.73255 -3.27593  -0.49
C3 -0.34107 0.93097 -1.19218  -0.16
S1 1.56133 -3.19152 -4.04454  0.23
C4 -1.89412 1.59908 3.00094  -0.35
C5 1.03634 1.13724 -1.19491  -0.13
O1 -2.11517 -0.16842 4.66346  -0.49
C6 -2.17139 -1.13932 3.64722  -0.25
H6 -1.79131 4.10711 5.91635  0.21
H7 -1.28281 4.45796 1.28176  0.20
C7 1.57537 -4.11394 -2.47684  -0.54
C8 1.86736 0.26578 -1.86952  -0.23
C9 -1.98697 1.13956 4.30783  0.32
H8 -2.02381 1.68464 6.36884  0.22
H9 1.47308 1.99142 -0.69822  0.20
H10 -2.28615 -2.09397 4.15833  0.20
H11 -0.44996 -1.84657 -3.12693  0.23
H12 -3.02665 -0.97934 2.98313  0.18
C10 -1.66267 3.43115 1.31382  -0.27
N1 -0.82190 2.57679 0.50599  -0.60
H13 0.86792 -3.64138 -1.79387  0.22
H14 -1.92867 -0.29070 -1.91000  0.24
H15 0.11967 2.42630 0.82925  0.40
H16 1.26493 -5.13543 -2.68745  0.24
H17 -2.65251 3.40926 0.84408  0.25
C11 2.98896 -4.05386 -1.94372  -0.53
C12 1.34749 -0.82540 -2.56000  -0.04
C13 -1.71647 3.85996 3.79258  -0.28
H18 3.03819 -4.32125 -0.88897  0.23
O2 -2.48840 1.87718 -0.84216  -0.62
C14 -0.85825 -0.15094 -1.89704  -0.15
C15 -0.02606 -1.02220 -2.57287  -0.23
C16 -1.94779 2.05685 5.35981  -0.25
H19 -1.93618 0.91667 2.16598  0.22
S2 3.61225 -2.34117 -2.11060  0.19
C17 -1.81804 3.40373 5.09774  -0.18
C18 -1.75719 2.95819 2.74182  0.08

ORCA calculation (the ωB97M-V functional and the def2-TZVPD basis) on a 2-piece molecular cluster, C4H12S2 overall at a distorted geometry.

Values from the calculation:
energy relative to the best compared isomer or geometry (same formula, charge and spin): 13.4 kcal/mol
structure (SMILES): CSC.CSC

Last column: natural (NBO) charge in e.
Cartesian coordinates (Å):
H1 0.88460 1.87241 -0.01217  0.23
S1 -2.53657 0.11857 0.63478  0.17
C1 -2.77680 -1.38959 -0.35955  -0.73
H2 2.76031 -0.18882 -2.45209  0.23
H3 -1.55525 -1.49489 2.10834  0.21
C2 1.84930 1.89165 0.47269  -0.74
S2 3.03195 0.71262 -0.24990  0.17
H4 1.82385 1.66915 1.52745  0.22
H5 -1.93054 -1.55817 -1.01394  0.21
H6 1.53097 0.97500 -2.06724  0.22
H7 -0.39277 -0.85803 0.89856  0.21
H8 -0.77552 0.14560 2.25205  0.23
C3 2.07463 0.12389 -1.65946  -0.75
H9 1.44158 -0.75028 -1.50561  0.21
H10 -3.71757 -1.34971 -0.90035  0.23
C4 -1.18255 -0.61282 1.60455  -0.73
H11 2.29233 2.88647 0.39135  0.22
H12 -2.82194 -2.19305 0.33056  0.21

ORCA calculation (the ωB97M-V functional and the def2-TZVPD basis) on C4H8O2 in the gas phase.

Values from the calculation:
energy relative to the best compared isomer or geometry (same formula, charge and spin): 51.2 kcal/mol
structure (SMILES): CCO/C=C/O

Last column: natural (NBO) charge in e.
Cartesian coordinates (Å):
H1 -1.49148 -1.40129 0.54721  0.17
C1 2.20349 0.30786 -0.28614  -0.62
H2 2.78168 0.46118 0.62865  0.21
H3 1.40672 -1.65867 0.18292  0.17
H4 1.84015 1.28207 -0.62897  0.21
H5 0.46664 -0.70472 -1.00845  0.18
O1 -3.10991 0.53209 -0.39839  -0.71
H6 2.86671 -0.10185 -1.05541  0.21
C2 1.05198 -0.65227 -0.08003  -0.06
H7 -3.72949 0.15725 0.23602  0.48
O2 0.17668 -0.18021 0.94814  -0.54
H8 -1.48033 1.67518 0.19988  0.18
C3 -1.86057 0.65570 0.15618  0.07
C4 -1.12228 -0.37233 0.55839  0.05

Number 1: DFT total energy -20849.166 eV, HOMO -8.74 eV, HOMO-LUMO gap 8.81 eV. Number 2: DFT total energy -7764.992 eV, HOMO -9.83 eV, HOMO-LUMO gap 10.66 eV. Number 3: DFT total energy -19660.809 eV, HOMO -7.85 eV, HOMO-LUMO gap 8.23 eV. Number 4: DFT total energy -155450.760 eV, HOMO -5.18 eV, HOMO-LUMO gap 7.00 eV. Number 5: DFT total energy -19360.195 eV, HOMO -6.88 eV, HOMO-LUMO gap 10.06 eV. Number 6: DFT total energy -46230.461 eV, HOMO -8.57 eV, HOMO-LUMO gap 9.05 eV. Number 7: DFT total energy -26012.536 eV, HOMO -8.48 eV, HOMO-LUMO gap 9.37 eV. Number 8: DFT total energy -8371.061 eV, HOMO -9.03 eV, HOMO-LUMO gap 9.99 eV.